(a)
The following is a quantum chemistry calculation of 2 unconnected molecules or ions with the total composition C3H10N2S, from the Open Molecules 2025 dataset.

Kohn-Sham gap = 9.354 eV
Structure (SMILES) = [H]/N=C/N.CSC

Structure (ORCA input):
```
! wB97M-V def2-TZVPD RIJCOSX def2/J DEFGRID3
* xyz 0 1
C 1.7761 1.8260 -1.6443
S -0.0065 1.7624 -1.3746
C -0.1894 3.1336 -0.2341
H 2.3284 1.0606 -1.0947
H 2.1908 2.8039 -1.4148
H 1.9232 1.6412 -2.7054
H -1.2438 3.3935 -0.1141
H 0.1455 2.8706 0.7651
H 0.3296 4.0235 -0.5967
N -0.8821 -3.7912 2.0375
C -1.2806 -2.9995 1.0124
N -0.4706 -2.6558 0.1066
H -1.5122 -4.0697 2.7707
H 0.0874 -4.0522 2.0989
H -2.3534 -2.8058 1.0654
H -0.8424 -2.1412 -0.6778
*
```

Results of the natural (NBO) charge analysis, in e, for atoms 1 through 6: number 1, C, carries -0.7483; number 2, S, carries 0.1875; number 3, C, carries -0.7503; number 4, H, carries 0.2185; number 5, H, carries 0.2175; number 6, H, carries 0.2245



(b)
The following is a quantum chemistry calculation of C3H10N2S in the gas phase, from the Open Molecules 2025 dataset.

Kohn-Sham gap = 9.906 eV
Structure (SMILES) = NC[C@H](N)CS

Structure (ORCA input):
```
! wB97M-V def2-TZVPD RIJCOSX def2/J DEFGRID3
* xyz 0 1
N -0.3166 0.8563 -1.1978
C -0.4279 0.1205 0.0900
C 0.7535 -0.8356 0.2963
S 2.3346 -0.0061 0.4669
C -1.7675 -0.5689 0.1313
N -2.9244 0.3655 0.1073
H 0.2560 0.2572 -1.7789
H 2.6565 0.1697 -0.8340
H 0.2093 1.7165 -1.1507
H -0.4436 0.8476 0.9101
H 0.6241 -1.3255 1.2592
H 0.8668 -1.5918 -0.4749
H -1.8638 -1.1998 1.0229
H -1.8707 -1.2623 -0.7084
H -2.5695 1.3012 0.2277
H -3.3115 0.2932 -0.8208
*
```

Results of the natural (NBO) charge analysis, in e, for atoms 1 through 6: number 1, N, carries -0.8393; number 2, C, carries -0.0836; number 3, C, carries -0.5409; number 4, S, carries -0.0313; number 5, C, carries -0.2212; number 6, N, carries -0.8217



Which of them is the most stable, and which is the least stable? (b) and (a), in that order.



(a)
The following is a quantum chemistry calculation of C3H10N2S in the gas phase, from the Open Molecules 2025 dataset.

Kohn-Sham gap = 9.663 eV
Structure (SMILES) = CN(C)NCS

Structure (ORCA input):
```
! wB97M-V def2-TZVPD RIJCOSX def2/J DEFGRID3
* xyz 0 1
C -1.5713 0.6634 0.3967
C -1.0175 -1.6579 -0.0460
C 1.6856 0.9042 0.3243
N 0.5439 0.0889 -0.5437
N -0.5110 -0.3432 0.3723
S 3.1566 -0.1371 0.1234
H -2.2407 0.6827 -0.4978
H -2.2610 0.3601 1.2468
H -1.0352 1.6066 0.4036
H -0.0478 -2.1721 -0.2034
H -1.6675 -1.8843 0.7546
H -1.6114 -1.5671 -0.9512
H 1.5913 1.9368 -0.0928
H 1.5765 0.9779 1.3125
H 0.2541 0.5932 -1.3961
H 3.1554 -0.0523 -1.2032
*
```

Results of the natural (NBO) charge analysis, in e, for atoms 1 through 6: number 1, C, carries -0.4359; number 2, C, carries -0.4230; number 3, C, carries -0.3386; number 4, N, carries -0.5295; number 5, N, carries -0.2767; number 6, S, carries -0.0097



(b)
The following is a quantum chemistry calculation of 2 unconnected molecules or ions with the total composition C3H10N2S, from the Open Molecules 2025 dataset.

Kohn-Sham gap = 8.199 eV
Structure (SMILES) = NCCS.C=N

Structure (ORCA input):
```
! wB97M-V def2-TZVPD RIJCOSX def2/J DEFGRID3
* xyz 0 1
C -0.5050 0.3567 2.1711
C 0.0766 0.2799 0.7773
S -1.3794 0.7388 -0.4307
N -1.6663 -0.4969 2.4522
H -0.7997 1.3952 2.3380
H 0.2616 0.1213 2.9170
H 0.3114 -0.7201 0.4265
H 0.7639 1.0615 0.4844
H -1.5443 -1.3740 1.9501
H -2.4459 -0.0812 1.9491
C 1.4235 -0.6933 -2.6836
N 1.0245 0.3474 -2.0387
H 2.0411 -1.5140 -2.2987
H 1.5041 -0.7053 -3.7812
H 1.4285 0.9586 -2.7452
H -0.4943 0.3255 -1.4876
*
```

Results of the natural (NBO) charge analysis, in e, for atoms 1 through 6: number 1, C, carries -0.2521; number 2, C, carries -0.4467; number 3, S, carries -0.2209; number 4, N, carries -0.8107; number 5, H, carries 0.1935; number 6, H, carries 0.1900



Which of them is the most stable, and which is the least stable? (a) and (b), in that order.



(a)
The following is a quantum chemistry calculation of a molecular structure, C3H10N2S, from the Open Molecules 2025 dataset.

Kohn-Sham gap = 5.510 eV

Structure (ORCA input):
```
! wB97M-V def2-TZVPD RIJCOSX def2/J DEFGRID3
* xyz 0 1
N 0.9933 -0.3834 -0.9067
C 1.4237 0.8541 -0.4980
C 2.2623 1.1175 0.5218
S -0.1585 -1.7821 1.4819
C -2.0538 -0.4489 0.0040
N -1.5906 0.3359 -1.0341
H 1.1201 -1.1516 -0.2567
H -0.0213 -0.3727 -0.9913
H 1.0047 1.6838 -1.0496
H 2.9109 1.9935 0.4199
H 2.4236 0.4263 1.3382
H 0.2153 -0.5003 1.6270
H -2.9062 -1.0721 -0.1908
H -2.1493 0.1351 0.9302
H -1.1494 -1.1562 0.3353
H -2.3248 0.3212 -1.7311
*
```

Results of the natural (NBO) charge analysis, in e, for atoms 1 through 6: number 1, N, carries -0.8076; number 2, C, carries 0.0251; number 3, C, carries -0.5522; number 4, S, carries -0.2173; number 5, C, carries -0.3252; number 6, N, carries -0.5443



(b)
The following is a quantum chemistry calculation of C3H10N2S in the gas phase, from the Open Molecules 2025 dataset.

Kohn-Sham gap = 9.712 eV
Structure (SMILES) = NCNCCS

Structure (ORCA input):
```
! wB97M-V def2-TZVPD RIJCOSX def2/J DEFGRID3
* xyz 0 1
C -0.5403 -0.2002 0.4676
C -0.9201 -1.6313 0.8019
S -1.5723 -1.9067 2.4983
N 0.1798 0.0209 -0.8442
C 0.3894 1.4189 -1.2093
N 1.8214 1.5549 -1.3022
H -1.4091 0.4510 0.6211
H 0.2507 0.0999 1.1641
H -0.1302 -2.3611 0.8854
H -1.6843 -1.8163 0.0201
H -0.5226 -2.1257 3.2652
H -0.1025 -0.5801 -1.5960
H -0.1239 1.8188 -2.1977
H -0.1937 2.1052 -0.5323
H 2.1937 2.3761 -1.0385
H 2.3640 0.7758 -1.0037
*
```

Results of the natural (NBO) charge analysis, in e, for atoms 1 through 6: number 1, C, carries -0.2276; number 2, C, carries -0.5175; number 3, S, carries -0.0561; number 4, N, carries -0.6617; number 5, C, carries -0.0427; number 6, N, carries -0.8581



Which of them is the most stable, and which is the least stable? (b) and (a), in that order.



(a)
The following is a quantum chemistry calculation of 3 unconnected molecules or ions with the total composition C7H17NO, from the Open Molecules 2025 dataset.

Kohn-Sham gap (spin up / spin down) = 6.422 / 6.418 eV

Structure (ORCA input):
```
! wB97M-V def2-TZVPD RIJCOSX def2/J DEFGRID3
* xyz 0 1
C -0.5211 1.2439 -1.3312
C 0.8975 1.4618 -1.2898
C 0.3337 -1.7468 -1.9820
C -0.5448 -1.0863 -0.9577
C -1.8373 -1.3821 -0.7898
O -1.2947 1.6732 -0.3374
H -0.7528 1.8551 0.4476
H -1.0811 1.0402 -2.2315
H 1.3282 0.7917 -0.3537
H 1.4005 1.2266 -2.2222
H 1.1453 2.4724 -0.9528
H 0.4761 -1.1117 -2.8608
H -0.0748 -2.7012 -2.3219
H 1.3297 -1.9277 -1.5708
H -2.3460 -2.1156 -1.4072
H -2.4327 -0.8866 -0.0323
C 0.9569 0.6036 2.1219
C -0.3806 0.1220 2.7082
N 1.4596 -0.0978 0.9621
H 0.0436 -0.5724 -0.1141
H 1.4813 -1.0974 1.1569
H 1.7052 0.5877 2.9330
H 0.8676 1.6737 1.8594
H -0.3032 -0.9250 3.0111
H -0.6707 0.7105 3.5837
H -1.1853 0.1881 1.9713
*
```

Results of the natural (NBO) charge analysis, in e, for atoms 1 through 6: number 1, C, carries 0.4283; number 2, C, carries -0.8305; number 3, C, carries -0.6578; number 4, C, carries -0.2733; number 5, C, carries -0.3690; number 6, O, carries -0.6298



(b)
The following is a quantum chemistry calculation of C7H17NO in the gas phase, from the Open Molecules 2025 dataset.

Kohn-Sham gap = 9.353 eV
Structure (SMILES) = CC(C)[C@@H](C)C[C@@H](N)O

Structure (ORCA input):
```
! wB97M-V def2-TZVPD RIJCOSX def2/J DEFGRID3
* xyz 0 1
C -1.8791 -1.5464 -0.4942
C 0.4642 -0.3381 -0.2937
C 1.2335 1.2398 0.4020
C -0.8161 -0.2937 0.3821
C 1.3715 -1.5075 0.0292
C 1.2419 1.3215 1.9175
C 0.6861 2.4977 -0.2463
N -2.7699 -0.8270 -1.3502
O -1.2541 -2.5972 -1.1963
H -0.8819 -2.2199 -2.0044
H -2.4338 -2.0093 0.3236
H 0.4092 -0.1460 -1.3673
H 2.2554 1.0805 0.0438
H -2.2775 -0.2935 -2.0572
H -3.4143 -1.4644 -1.8172
H -1.3916 0.6262 0.2888
H -0.7820 -0.6455 1.4144
H 1.3568 -1.7456 1.0956
H 2.4052 -1.2907 -0.2573
H 1.0742 -2.4025 -0.5233
H 1.9233 2.1082 2.2717
H 0.2503 1.5587 2.3176
H 1.5840 0.3861 2.3700
H -0.3437 2.6996 0.0652
H 0.7072 2.4276 -1.3389
H 1.2813 3.3814 0.0245
*
```

Results of the natural (NBO) charge analysis, in e, for atoms 1 through 6: number 1, C, carries 0.2550; number 2, C, carries -0.1935; number 3, C, carries -0.1704; number 4, C, carries -0.4213; number 5, C, carries -0.6338; number 6, C, carries -0.6376



Which of them is the most stable, and which is the least stable? (b) and (a), in that order.



(a)
The following is a quantum chemistry calculation of 2 unconnected molecules or ions with the total composition C7H17NO, from the Open Molecules 2025 dataset.

Kohn-Sham gap = 9.967 eV
Structure (SMILES) = CCN(C)C(C)=O.CC

Structure (ORCA input):
```
! wB97M-V def2-TZVPD RIJCOSX def2/J DEFGRID3
* xyz 0 1
C 1.5432 -3.1301 0.6201
C 0.9675 -2.6304 1.9420
H 2.4711 -2.6621 0.3342
H 1.5021 -4.2146 0.6917
H 0.8183 -2.9170 -0.1380
H -0.0745 -2.8351 2.1642
H 1.1318 -1.5573 2.1251
H 1.6090 -2.9552 2.7709
C -0.5290 2.3015 -0.7431
C -0.7864 2.8650 0.6798
C -2.3721 0.7275 -1.3225
C 1.2968 0.1672 -0.5461
C -0.1055 -0.0686 -1.0620
O -0.3768 -1.0707 -1.7034
N -1.0120 0.9524 -0.8972
H -0.9928 2.9477 -1.4674
H 0.5224 2.5166 -0.9185
H 0.0947 2.6175 1.2634
H -1.6534 2.5236 1.2240
H -2.5991 0.8598 -2.3894
H 1.7808 -0.7573 -0.2526
H -0.8039 3.9535 0.5900
H -2.5516 -0.3214 -1.2119
H -3.0006 1.4059 -0.7551
H 1.9412 0.5129 -1.3426
H 1.1790 0.7688 0.3446
*
```

Results of the natural (NBO) charge analysis, in e, for atoms 1 through 6: number 1, C, carries -0.6261; number 2, C, carries -0.6124; number 3, H, carries 0.2033; number 4, H, carries 0.2085; number 5, H, carries 0.2253; number 6, H, carries 0.2107



(b)
The following is a quantum chemistry calculation of a molecular structure, C7H17NO, from the Open Molecules 2025 dataset.

Kohn-Sham gap = 8.336 eV

Structure (ORCA input):
```
! wB97M-V def2-TZVPD RIJCOSX def2/J DEFGRID3
* xyz 0 1
C 0.2941 -0.2707 0.1909
C -1.2380 -0.3406 0.3468
C -1.9743 1.3934 -1.2544
C 0.9570 -1.0530 1.3482
C 0.7650 -0.8659 -1.1393
C 2.0392 1.5338 -0.0397
C -1.8731 -1.7203 0.3027
N 0.6558 1.1712 0.2551
O -1.7263 2.4836 -0.5470
H -0.7624 2.6499 -0.4744
H 0.4258 1.4969 1.1900
H -1.5263 0.1886 1.2596
H -1.1436 1.1437 -1.9379
H -1.9850 0.2686 -0.4906
H 0.4049 -1.8874 -1.2421
H 0.5852 -0.7014 2.3125
H 0.7529 -2.1198 1.2719
H 2.0400 -0.9268 1.3305
H 0.3973 -0.2848 -1.9830
H 1.8528 -0.8989 -1.1894
H 2.2391 1.4026 -1.1028
H 2.7923 0.9679 0.5245
H 2.1726 2.5913 0.1921
H -1.4889 -2.3744 1.0883
H -2.9511 -1.6374 0.4439
H -1.7053 -2.2102 -0.6564
*
```

Results of the natural (NBO) charge analysis, in e, for atoms 1 through 6: number 1, C, carries 0.1144; number 2, C, carries -0.3087; number 3, C, carries -0.0037; number 4, C, carries -0.6332; number 5, C, carries -0.6295; number 6, C, carries -0.4138



Which of them is the most stable, and which is the least stable? (a) and (b), in that order.